No. 1
Entry from OMol25: 2 unconnected molecules or ions with the total composition C3H2FNO3 at a distorted geometry (ωB97M-V/def2-TZVPD).

```
10
Properties=species:S:1:pos:R:3:mulliken_charge:R:1
C 0.53799 1.05185 0.25431 0.32
C -0.74699 -0.66703 -0.37244 0.59
C 0.53592 -0.21507 -0.25588 0.18
H 2.13032 1.31185 0.26372 0.34
H 1.72518 -1.34915 1.35217 0.32
N -1.61497 0.12636 0.24883 -0.35
O 1.43558 1.93874 0.45102 -0.42
O -0.74536 1.30216 0.59332 -0.22
O 1.42164 -1.46999 -0.33340 -0.52
F -1.26747 -1.78145 -0.75569 -0.23
```

The value obtained for the HOMO energy is -9.33 eV. The relative energy (zero: lowest compared OMol25 entry of this formula, charge and spin) comes out at 671.5 kJ/mol. The frontier orbital gap comes out at 7.0 eV. Its LUMO energy is -2.37 eV. The max |F| comes out at 6.69 eV/A.

---

No. 2
Entry from OMol25: a molecular structure, C32H36Br2CsIN7O3SeSi2 at a distorted geometry (ωB97M-V/def2-TZVPD).

```
85
Properties=species:S:1:pos:R:3:mulliken_charge:R:1
Cs 1.89968 0.66137 1.76845 0.94
C -1.38163 -4.20547 -3.31024 -1.32
Si -2.28097 -2.61995 -3.97661 0.23
C -1.08360 -1.87547 -5.29740 -1.18
C -3.76133 -2.95041 -5.06549 -1.14
C -2.80207 -1.49413 -2.55796 1.17
C -2.46464 -0.10653 -2.73746 -0.88
C -1.42119 0.50535 -1.96433 -0.63
C -1.42478 1.90852 -1.86541 0.20
C -2.40041 2.62290 -2.51481 -0.27
C -3.33513 1.91874 -3.24757 -0.48
N -3.30526 0.63380 -3.50921 -0.25
Si -3.66752 -1.71350 -0.85768 0.49
C -2.34607 -1.05786 0.42294 -0.98
C -4.19507 -3.51087 -0.59898 -1.03
C -4.96937 -0.37963 -0.58596 -1.07
H -0.48136 -4.48572 -3.79830 0.48
H -2.14938 -4.95989 -3.31804 0.35
H -1.01032 -4.15351 -2.28202 0.31
H -0.82777 -2.67706 -5.97219 0.39
H -0.08620 -1.66932 -4.85259 0.25
H -1.48143 -1.01219 -5.82253 0.30
H -4.15567 -1.95851 -5.35851 0.26
H -4.54168 -3.50619 -4.55489 0.29
H -3.27977 -3.50311 -5.91054 0.24
H -0.55391 -0.01138 -1.45685 0.34
H -0.61738 2.39162 -1.25855 0.12
H -2.42849 3.71836 -2.37259 0.34
H -4.23055 2.50968 -3.57325 0.20
H -1.30696 -1.25801 0.08609 -0.02
H -2.56306 -1.58623 1.34664 0.52
H -2.41234 0.06052 0.66073 0.18
H -5.28178 -3.57696 -0.43486 0.35
H -3.57727 -4.06579 0.26866 0.23
H -3.95387 -4.12791 -1.49735 0.20
H -6.08883 -0.75091 -0.48529 0.32
H -5.04066 0.22340 -1.53929 0.27
H -4.81249 0.35780 0.23560 0.27
O 5.04229 -5.36157 0.43174 -0.52
C 4.46799 -4.16239 0.37087 0.72
C 3.33181 -3.80006 -0.48325 -0.44
C 2.96915 -2.49904 -0.53483 -0.78
N 3.52350 -1.52095 0.27634 -0.37
C 4.40631 -1.86294 1.16872 0.28
Br 5.28318 -0.52095 2.30951 -0.19
C 4.98897 -3.17423 1.15052 -0.39
H 4.38844 -6.03950 0.15616 0.33
H 2.85851 -4.62651 -1.05161 0.30
H 2.20506 -2.13707 -1.17711 0.65
H 5.78798 -3.33455 1.85321 0.38
I 0.35349 6.86394 5.51113 0.06
C 0.54835 5.38135 4.02905 -0.72
C 1.12952 5.61657 2.81677 -0.34
N 1.05949 4.45602 2.10793 0.16
N 0.54262 3.44203 2.80988 -0.33
C 0.14520 3.96839 3.95628 0.06
H 1.63991 6.54415 2.42639 0.37
H 1.45573 4.25454 1.10096 0.46
H -0.32337 3.46210 4.78761 0.34
Br 1.97635 -3.52084 8.44934 -0.20
C 1.64608 -1.85813 7.74746 0.20
C 1.34727 -0.78660 8.65218 -0.18
N 0.80009 0.33689 8.27302 -0.62
C 0.48393 0.44440 6.95927 -0.08
C 0.67392 -0.58577 6.02698 0.34
C 1.29265 -1.78340 6.42033 -0.56
C 0.51441 -0.18603 4.58636 0.30
O 0.35274 1.04143 4.45407 -0.59
O 0.66496 -1.12605 3.82610 -0.74
H 1.60241 -0.88884 9.71220 0.36
H 0.01864 1.43313 6.69607 0.29
H 1.51766 -2.57023 5.72971 0.49
Se 4.08669 3.47485 0.28329 0.27
N 2.31187 3.56623 -0.12088 -0.56
C 2.14091 3.75005 -1.45756 0.78
C 0.96686 4.04207 -2.13662 -0.76
C 1.05537 4.24202 -3.52172 -0.91
C 2.22582 4.01173 -4.25136 -0.31
C 3.44861 3.74393 -3.67043 -0.80
C 3.43031 3.72902 -2.21102 1.07
N 4.55020 3.61643 -1.49679 -0.81
H 0.10590 4.22201 -1.52625 0.83
H 0.22205 4.51188 -4.14546 0.36
H 2.17644 4.13092 -5.30483 0.41
H 4.40425 3.76402 -4.20210 0.41
```

Its total charge is -1. The value obtained for the HOMO energy (alpha / beta) is -2.50 / -2.50 eV. The relative energy (zero: lowest compared OMol25 entry of this formula, charge and spin) comes out at 331.2 kJ/mol. The frontier orbital gap (alpha / beta) comes out at 2.1 / 2.1 eV. Its LUMO energy (alpha / beta) is -0.37 / -0.37 eV. The max |F| comes out at 3.80 eV/A.

---

No. 3
Entry from OMol25: a molecular structure, C4H8S at a distorted geometry (ωB97M-V/def2-TZVPD).

```
13
Properties=species:S:1:pos:R:3:mulliken_charge:R:1
C 1.59417 -0.14472 -0.40957 -0.73
C 0.55773 -0.83548 0.53830 -0.16
C -0.72965 -0.11260 0.66238 -0.10
C -1.27642 0.98637 -0.28075 -1.07
H 2.44190 0.31166 0.52174 0.23
H 0.88765 0.53615 -1.02617 0.23
H 2.20281 -1.03286 -1.10002 0.22
H 0.86614 -0.95388 1.68777 0.32
H -1.31883 -0.11470 1.65768 0.36
H -0.98118 0.57367 -1.40635 0.31
H -2.47546 0.48856 -0.47370 0.28
H -0.97080 2.12532 -0.11305 0.28
S -0.79804 -1.82748 -0.25826 -0.17
```

The value obtained for the HOMO energy is -8.80 eV. The relative energy (zero: lowest compared OMol25 entry of this formula, charge and spin) comes out at 358.2 kJ/mol. The frontier orbital gap comes out at 9.6 eV. Its LUMO energy is 0.82 eV. The max |F| comes out at 4.61 eV/A.

---

No. 4
Entry from OMol25: 11 unconnected molecules or ions with the total composition CH24O11 at a distorted geometry (ωB97M-V/def2-TZVPD).

```
36
Properties=species:S:1:pos:R:3:mulliken_charge:R:1
O 0.39683 0.19133 0.03983 0.20
H 0.64783 -0.78167 0.05683 0.36
H 1.16783 0.71733 0.04283 0.53
H 0.15983 0.49433 0.88783 0.14
C 1.80883 -2.60567 -0.38917 -0.84
O 0.39783 -2.45567 -0.24917 -0.99
H 2.33583 -2.85367 0.52283 0.20
H 2.09083 -1.63667 -0.81817 0.29
H 2.09283 -3.58367 -0.82117 0.22
O -2.24617 -1.72267 -0.44917 -0.62
H -1.40517 -2.28767 -0.27117 0.43
H -2.31517 -1.69667 -1.41117 0.24
O -2.45017 0.43233 2.17183 -0.59
H -2.13517 0.80633 2.98183 0.29
H -1.89117 -0.36967 2.14583 0.28
O -0.48317 1.05833 -3.10217 -0.70
H 0.25083 1.49033 -3.43017 0.33
H -0.05817 0.19833 -2.86817 0.36
O -0.86817 -1.55267 2.73783 -0.51
H -1.03717 -1.69867 3.63483 0.22
H -0.07717 -2.02067 2.83883 0.24
O 0.02883 2.76333 -1.07317 -0.72
H -0.46217 2.19433 -1.78917 0.38
H -0.22117 3.62633 -1.65417 0.31
O 2.83483 1.22733 -0.10617 -0.60
H 2.78783 2.10033 -0.48917 0.28
H 3.67683 1.18333 0.43983 0.27
O 0.49883 1.77533 2.23583 -0.56
H 0.88383 1.56033 3.05483 0.24
H 0.81883 2.73033 2.31283 0.26
O -2.71517 2.31633 0.21083 -0.60
H -1.81517 2.41333 0.15383 0.29
H -2.73717 2.00433 1.08883 0.33
O 0.31283 -1.87967 -3.08917 -0.65
H 0.21683 -2.07467 -2.20017 0.40
H -0.49117 -2.06367 -3.34717 0.28
```

The value obtained for the HOMO energy is -7.86 eV. The relative energy (zero: lowest compared OMol25 entry of this formula, charge and spin) comes out at 425.8 kJ/mol. The frontier orbital gap comes out at 7.2 eV. Its LUMO energy is -0.61 eV. The max |F| comes out at 7.43 eV/A.

---

No. 5
Entry from OMol25: a single C4H4O3 molecule (ωB97M-V/def2-TZVPD).

```
11
Properties=species:S:1:pos:R:3:mulliken_charge:R:1
O 2.27978 -0.52164 0.16876 -0.45
C 1.41216 -0.08560 -0.54372 -0.15
C -0.01043 0.13034 -0.06727 1.05
C -1.09100 -0.29811 -1.00839 -0.20
O -0.89782 -1.13279 -1.85898 -0.46
C -0.28439 0.18301 1.37301 -0.55
O -0.23332 1.36833 0.60015 -0.43
H 1.61029 0.22117 -1.58729 0.33
H -2.06918 0.20476 -0.86595 0.35
H -1.27169 -0.09012 1.74430 0.26
H 0.55559 0.02066 2.04539 0.25
```

The value obtained for the HOMO energy is -10.17 eV. The relative energy (zero: lowest compared OMol25 entry of this formula, charge and spin) comes out at 218.0 kJ/mol. Its SMILES is O=CC1(C=O)CO1. The frontier orbital gap comes out at 10.4 eV. Its LUMO energy is 0.25 eV. The max |F| comes out at 0.55 eV/A.

---

No. 6
Entry from OMol25: a single C4H10N2 molecule at a distorted geometry (ωB97M-V/def2-TZVPD).

```
16
Properties=species:S:1:pos:R:3:mulliken_charge:R:1
C -1.44285 -0.35778 -0.81259 -0.15
C -1.58546 0.86003 0.10086 -0.94
C 1.75622 0.24411 0.22892 -1.13
C 0.83302 -0.90974 0.49706 -0.52
N -0.26092 -0.36339 -1.68191 -0.40
N -0.10268 -1.31519 -0.58263 -0.14
H -2.25286 -1.03842 -1.11077 0.40
H -0.96241 0.71734 0.96454 0.22
H -2.61390 0.96386 0.40346 0.28
H -1.17477 1.72531 -0.41508 0.27
H 2.53407 -0.10590 -0.36194 0.43
H 1.39325 1.03227 -0.34012 0.38
H 2.00713 0.64778 1.16443 0.35
H 1.55468 -1.77109 0.54968 0.29
H 0.21146 -0.61742 1.30802 0.40
H -0.31914 -0.87561 -2.57807 0.25
```

Its expectation value of S² is 2.007. The value obtained for the HOMO energy (alpha / beta) is -3.38 / -9.43 eV. The relative energy (zero: lowest compared OMol25 entry of this formula, charge and spin) comes out at 311.5 kJ/mol. The spin multiplicity is 3. The frontier orbital gap (alpha / beta) comes out at 4.5 / 7.4 eV. Its LUMO energy (alpha / beta) is 1.14 / -2.00 eV. The max |F| comes out at 6.96 eV/A.

---

Q: Number 5 is which compound?
A: C4H4O3

---

Q: The highest relative energy (zero: lowest compared OMol25 entry of this formula, charge and spin) belongs to which entry?
A: C3H2FNO3

---

Q: Which of these has the highest relative energy (zero: lowest compared OMol25 entry of this formula, charge and spin)?
A: C3H2FNO3

---

Q: Number 2 is which compound?
A: C32H36Br2CsIN7O3SeSi2